(1)
{"formula": "ClN2O2", "method": "ωB97M-V with the def2-TZVPD basis set", "species": ["N", "N", "O", "O", "Cl"], "positions_angstrom": [[0.44, 0.63, 1.15], [-0.30, -0.17, 1.06], [0.26, -0.61, -2.11], [-0.89, -1.20, 1.15], [0.84, 0.88, -2.35]], "total_charge": -1, "max_force_ha_per_bohr": 0.079, "de_lowest_ev": 0.4273, "e_lumo_ha": 0.1534, "homo_ev": -2.37, "multiplicity": 1, "homo_lumo_gap_ev": 6.541}


(2)
{"formula": "C21H28F3IrN3O6SSi", "method": "ωB97M-V with the def2-TZVPD basis set", "species": ["Ir", "O", "C", "C", "C", "C", "C", "C", "C", "O", "N", "N", "C", "C", "C", "C", "C", "C", "N", "H", "H", "H", "H", "H", "H", "H", "H", "H", "H", "C", "C", "C", "C", "H", "H", "H", "H", "H", "H", "H", "H", "H", "F", "C", "F", "F", "S", "O", "O", "O", "C", "Si", "C", "C", "O", "H", "H", "H", "H", "H", "H", "H", "H", "H"], "positions_angstrom": [[0.98, -0.34, -0.58], [-4.05, 0.67, 1.46], [-3.39, 1.77, 1.89], [-4.05, 2.57, 2.82], [-3.45, 3.71, 3.31], [-2.17, 4.08, 2.90], [-1.50, 3.28, 2.01], [-2.09, 2.12, 1.48], [-1.28, 1.30, 0.59], [-0.04, 1.42, 0.53], [-1.94, 0.42, -0.25], [-1.11, -0.18, -1.05], [-1.68, -1.07, -1.97], [-0.83, -1.75, -2.79], [-1.25, -2.65, -3.81], [-0.31, -3.25, -4.60], [1.04, -2.97, -4.38], [1.40, -2.08, -3.38], [0.51, -1.48, -2.60], [-3.52, 0.25, 0.76], [-5.04, 2.26, 3.14], [-3.99, 4.32, 4.03], [-1.70, 4.97, 3.29], [-0.49, 3.52, 1.69], [-2.76, -1.21, -1.98], [-2.31, -2.82, -3.93], [-0.61, -3.94, -5.38], [1.81, -3.44, -4.98], [2.44, -1.86, -3.19], [1.76, 3.56, -2.49], [0.91, 2.31, -2.22], [0.27, 1.81, -3.51], [1.81, 1.26, -1.58], [1.14, 4.35, -2.91], [2.55, 3.33, -3.21], [2.23, 3.93, -1.58], [0.13, 2.59, -1.51], [1.04, 1.65, -4.28], [-0.44, 2.55, -3.90], [-0.26, 0.87, -3.36], [2.42, 1.69, -0.77], [2.47, 0.78, -2.31], [3.70, -3.96, -0.20], [2.80, -3.17, 0.41], [2.70, -3.55, 1.66], [1.64, -3.36, -0.21], [3.46, -1.44, 0.17], [4.84, -1.55, 0.49], [2.71, -0.41, 0.93], [3.09, -1.27, -1.25], [-0.69, -2.97, 3.13], [0.12, -1.34, 2.69], [-0.93, -0.01, 3.49], [1.69, -1.23, 3.73], [0.19, -1.30, 1.04], [-0.75, -3.06, 4.22], [-0.10, -3.81, 2.74], [-1.70, -3.03, 2.71], [-0.81, -0.08, 4.58], [-1.99, -0.12, 3.25], [-0.61, 0.99, 3.17], [1.39, -1.22, 4.78], [2.25, -0.32, 3.50], [2.35, -2.08, 3.57]], "s_squared": 8.80, "max_force_ha_per_bohr": 0.019, "de_lowest_ev": 0.1104, "e_lumo_ha": [-0.0055, -0.1070], "homo_ev": [-7.08, -8.80], "multiplicity": 6, "homo_lumo_gap_ev": [6.931, 5.884]}


(3)
{"formula": "C50H59HgN6OTe", "method": "ωB97M-V with the def2-TZVPD basis set", "species": ["Hg", "C", "C", "C", "C", "C", "C", "C", "N", "C", "C", "C", "C", "C", "C", "C", "C", "C", "C", "N", "C", "C", "C", "N", "C", "C", "C", "C", "C", "C", "C", "C", "C", "C", "C", "C", "C", "C", "N", "C", "C", "H", "H", "H", "H", "H", "H", "H", "H", "H", "H", "H", "H", "H", "H", "H", "H", "H", "H", "H", "H", "H", "H", "H", "H", "H", "H", "H", "H", "H", "H", "H", "H", "H", "H", "H", "H", "H", "H", "H", "H", "H", "H", "H", "H", "C", "C", "O", "N", "C", "C", "C", "C", "C", "C", "N", "H", "H", "H", "H", "H", "H", "H", "H", "H", "H", "Te", "C", "C", "C", "C", "C", "C", "H", "H", "H", "H", "H"], "positions_angstrom": [[-0.72, -0.05, 0.51], [-6.96, 1.89, 0.43], [-6.10, 1.47, -0.77], [-4.96, 0.57, -0.39], [-4.93, -0.82, -0.43], [-6.02, -1.76, -0.86], [-6.84, -2.30, 0.31], [-3.66, -1.21, 0.10], [-2.97, -0.10, 0.45], [-3.72, 1.00, 0.16], [-3.28, 2.35, 0.36], [-2.05, 2.81, 0.80], [-1.62, 4.21, 0.84], [-2.48, 5.38, 0.51], [-3.45, 5.75, 1.64], [-0.32, 4.22, 1.24], [0.08, 2.82, 1.44], [1.34, 2.38, 1.82], [1.80, 1.05, 2.02], [1.06, -0.07, 1.82], [1.80, -1.17, 2.11], [1.33, -2.51, 2.02], [0.09, -2.97, 1.62], [-0.97, -2.19, 1.24], [-1.98, -2.99, 0.79], [-3.18, -2.56, 0.27], [-1.55, -4.39, 0.94], [-0.29, -4.37, 1.44], [0.56, -5.54, 1.81], [0.56, -5.83, 3.31], [-2.37, -5.58, 0.54], [-2.28, -5.87, -0.96], [3.10, -0.73, 2.54], [3.10, 0.65, 2.47], [4.23, 1.57, 2.80], [4.14, 2.15, 4.22], [4.26, -1.63, 2.87], [4.95, -2.15, 1.60], [-1.00, 2.03, 1.19], [0.61, 5.39, 1.32], [1.45, 5.53, 0.05], [-7.77, 2.56, 0.13], [-6.34, 2.40, 1.17], [-7.39, 1.01, 0.92], [-5.71, 2.37, -1.25], [-6.73, 0.98, -1.51], [-5.59, -2.60, -1.41], [-6.69, -1.24, -1.56], [-6.19, -2.82, 1.02], [-7.62, -2.99, -0.02], [-7.32, -1.48, 0.85], [-3.98, 3.12, 0.05], [-3.06, 5.15, -0.40], [-1.86, 6.24, 0.26], [-4.08, 4.90, 1.89], [-4.09, 6.59, 1.36], [-2.89, 6.02, 2.54], [2.08, 3.16, 1.98], [2.06, -3.27, 2.27], [-3.86, -3.34, -0.05], [1.59, -5.36, 1.48], [0.23, -6.43, 1.27], [0.89, -4.94, 3.86], [1.21, -6.66, 3.57], [-0.45, -6.06, 3.65], [-3.42, -5.41, 0.82], [-2.04, -6.46, 1.11], [-2.62, -5.00, -1.53], [-2.89, -6.73, -1.24], [-1.24, -6.06, -1.24], [4.26, 2.39, 2.07], [5.18, 1.05, 2.69], [3.20, 2.69, 4.34], [4.96, 2.84, 4.43], [4.15, 1.35, 4.96], [3.92, -2.48, 3.47], [4.98, -1.09, 3.48], [4.25, -2.70, 0.98], [5.79, -2.80, 1.84], [5.31, -1.31, 0.99], [1.27, 5.28, 2.18], [0.03, 6.30, 1.49], [2.01, 4.62, -0.14], [2.15, 6.36, 0.13], [0.80, 5.70, -0.81], [0.73, 2.70, -3.57], [-0.59, 2.14, -3.10], [-1.29, 2.71, -2.28], [-0.94, 0.94, -3.67], [-1.88, 0.03, -3.03], [-1.14, -1.23, -2.66], [-1.32, -2.41, -3.36], [-0.49, -3.49, -3.09], [0.51, -3.34, -2.14], [0.61, -2.13, -1.47], [-0.21, -1.11, -1.71], [0.77, 3.76, -3.34], [0.88, 2.54, -4.64], [1.54, 2.19, -3.03], [-0.21, 0.50, -4.21], [-2.71, -0.22, -3.70], [-2.29, 0.54, -2.15], [-2.10, -2.47, -4.11], [-0.62, -4.42, -3.62], [1.20, -4.14, -1.92], [1.37, -1.98, -0.72], [3.88, 0.18, -2.00], [5.37, -0.33, -3.41], [6.18, -1.46, -3.25], [7.16, -1.80, -4.17], [7.38, -1.02, -5.30], [6.59, 0.11, -5.48], [5.61, 0.45, -4.55], [6.02, -2.09, -2.38], [7.76, -2.69, -4.00], [8.14, -1.28, -6.02], [6.75, 0.74, -6.35], [5.01, 1.34, -4.71]], "s_squared": 0.82, "total_charge": -2, "max_force_ha_per_bohr": 0.005, "de_lowest_ev": 0.0000, "e_lumo_ha": [0.1539, 0.1537], "homo_ev": [0.12, -1.21], "multiplicity": 2, "homo_lumo_gap_ev": [4.072, 5.390]}


(4)
{"formula": "C6H9N2O", "method": "ωB97M-V with the def2-TZVPD basis set", "species": ["C", "N", "C", "N", "C", "C", "C", "O", "C", "H", "H", "H", "H", "H", "H", "H", "H", "H"], "positions_angstrom": [[1.47, -1.15, -1.46], [0.22, -0.50, -1.16], [-0.05, -0.11, 0.07], [1.04, -0.19, 1.23], [-1.22, 0.64, 0.38], [-1.48, 1.31, 1.65], [-2.75, 1.90, 1.45], [-3.19, 1.61, 0.25], [-2.41, 0.81, -0.40], [2.01, -1.49, -0.48], [1.16, -1.95, -2.10], [2.15, -0.41, -2.00], [-0.50, -0.29, -1.84], [0.63, 0.15, 2.13], [1.54, -1.08, 1.32], [-0.79, 1.20, 2.55], [-3.32, 2.69, 2.01], [-2.69, 0.30, -1.26]], "total_charge": 1, "max_force_ha_per_bohr": 0.094, "de_lowest_ev": 1.3348, "e_lumo_ha": -0.1668, "homo_ev": -13.26, "multiplicity": 1, "homo_lumo_gap_ev": 8.718}


(5)
{"formula": "C4H11NO", "method": "ωB97M-V with the def2-TZVPD basis set", "species": ["C", "C", "C", "C", "N", "O", "H", "H", "H", "H", "H", "H", "H", "H", "H", "H", "H"], "positions_angstrom": [[0.15, 0.04, 0.21], [1.43, 1.47, -1.31], [-0.75, 0.99, 0.95], [-1.48, -1.95, -0.35], [1.09, -0.61, 0.94], [-0.11, -0.32, -0.97], [1.13, -0.52, 1.94], [1.67, -1.28, 0.47], [1.86, 2.03, -0.49], [2.08, 0.77, -1.82], [0.70, 1.98, -1.92], [-0.59, 1.00, 2.03], [-1.79, 0.72, 0.76], [-0.60, 1.99, 0.56], [-2.29, -1.59, -0.97], [-1.69, -2.00, 0.71], [-0.82, -2.70, -0.75]], "max_force_ha_per_bohr": 0.043, "de_lowest_ev": 5.2850, "e_lumo_ha": [0.0313, 0.0306], "homo_ev": [-7.67, -7.07], "multiplicity": 1, "homo_lumo_gap_ev": [8.524, 7.903]}


(6)
{"formula": "C10H14N4", "method": "ωB97M-V with the def2-TZVPD basis set", "species": ["C", "C", "C", "C", "C", "C", "C", "C", "C", "C", "N", "N", "N", "N", "H", "H", "H", "H", "H", "H", "H", "H", "H", "H", "H", "H", "H", "H"], "positions_angstrom": [[3.27, 0.37, 0.80], [3.24, -0.41, -1.41], [-0.04, -0.66, -0.07], [-0.88, 0.40, 0.27], [1.27, -0.43, -0.05], [2.58, -0.18, -0.19], [-1.69, -2.16, 0.98], [-1.04, -2.33, -1.36], [-1.89, 2.28, 0.89], [-0.17, 2.59, -0.74], [3.98, 0.86, 1.60], [3.79, -0.54, -2.40], [-0.56, -2.04, 0.00], [-0.89, 1.64, 0.13], [-2.47, -1.45, 0.55], [-1.97, -3.21, 0.92], [-1.23, -1.83, 1.87], [-2.01, -1.93, -1.56], [-0.33, -1.85, -2.04], [-1.17, -3.38, -1.37], [-2.16, 1.64, 1.90], [-1.56, 3.32, 1.04], [-2.83, 2.28, 0.37], [-0.86, 3.27, -1.12], [0.41, 3.12, -0.07], [0.45, 2.21, -1.47], [0.17, -2.66, 0.23], [4.59, 1.10, 2.30]], "total_charge": 2, "max_force_ha_per_bohr": 0.150, "de_lowest_ev": 6.3675, "e_lumo_ha": -0.3286, "homo_ev": -16.03, "multiplicity": 1, "homo_lumo_gap_ev": 7.090}